# 1
# C4H7NO

A 2-piece molecular cluster, C4H7NO overall (the ωB97M-V functional and the def2-TZVPD basis, the OMol25 dataset).

Structure (XYZ):
```
13
Properties=species:S:1:pos:R:3
H 2.915 0.955 0.326
N 2.394 0.229 0.819
C 1.193 0.215 0.430
C 0.094 -0.610 0.946
C -1.018 -0.277 0.291
C -0.729 0.907 -0.581
O 0.684 1.022 -0.566
H 0.234 -1.423 1.645
H -2.017 -0.697 0.370
H -1.193 1.730 -0.028
H -1.080 0.933 -1.624
H -0.477 -1.509 -0.741
H -1.001 -1.476 -1.288
```

## Properties
Net charge: 0
Gap between HOMO and LUMO, eV: 9.9
HOMO level, hartree: -0.3342
SMILES string: [H]/N=C1/C=CCO1.[H][H]

Atomic partial charges in e from the Löwdin method, atoms 1 to 5: atom 1 (H): 0.06, atom 2 (N): 0.15, atom 3 (C): -0.46, atom 4 (C): -0.07, atom 5 (C): -0.18

---

# 2
# C4H5NO

A 2-piece molecular cluster, C4H5NO overall (the ωB97M-V functional and the def2-TZVPD basis, the OMol25 dataset).

Structure (XYZ):
```
11
Properties=species:S:1:pos:R:3
C -0.857 1.714 -1.126
N 0.336 1.694 -1.027
O 1.262 1.065 -0.558
H -1.649 2.290 -1.566
C -1.266 -0.120 0.006
C -0.190 -0.588 0.362
C 0.952 -1.339 0.894
H -2.332 -0.080 -0.080
H 1.441 -0.779 1.696
H 0.617 -2.302 1.295
H 1.695 -1.524 0.114
```

## Properties
Net charge: 0
Gap between HOMO and LUMO, eV: 9.8
HOMO level, hartree: -0.3349
SMILES string: C#[N+][O-].C#CC

Atomic partial charges in e from the Löwdin method, atoms 1 to 5: atom 1 (C): 0.06, atom 2 (N): -0.20, atom 3 (O): -0.02, atom 4 (H): 0.08, atom 5 (C): 0.03

---

# 3
# C32H30N2O2

A 2-piece molecular cluster, C32H30N2O2 overall (the ωB97M-V functional and the def2-TZVPD basis, the OMol25 dataset).

Structure (XYZ):
```
66
Properties=species:S:1:pos:R:3
C -4.088 2.663 -1.847
C -4.297 1.708 -0.703
O -3.053 1.072 -0.366
C -3.240 0.223 0.681
C -1.976 -0.350 1.157
N -1.998 -1.125 2.194
C -0.980 -1.447 2.939
C -1.065 -2.307 4.091
C -0.044 -2.286 5.071
C -0.136 -3.093 6.196
C -1.237 -3.950 6.346
C -2.258 -3.980 5.382
C -2.182 -3.148 4.263
O -4.333 0.007 1.179
H -4.991 3.270 -1.913
H -3.238 3.334 -1.695
H -3.982 2.115 -2.787
H -4.675 2.258 0.172
H -5.037 0.941 -0.981
H -1.057 -0.064 0.632
H -0.002 -0.991 2.719
H 0.797 -1.609 4.913
H 0.648 -3.060 6.955
H -1.293 -4.598 7.219
H -3.113 -4.643 5.501
H -2.966 -3.117 3.509
C -0.202 0.544 -6.804
N 0.938 0.266 -5.948
C 2.217 0.561 -6.572
C 0.838 0.329 -4.548
C 0.611 -0.846 -3.788
C 0.728 -0.805 -2.409
C 1.016 0.409 -1.741
C 1.298 0.441 -0.332
C 1.102 1.580 0.540
C 1.735 1.297 1.795
C 1.778 2.240 2.813
C 1.156 3.476 2.596
C 0.467 3.736 1.394
C 0.434 2.791 0.361
C 2.301 -0.039 1.720
C 2.025 -0.567 0.412
C 2.563 -1.801 0.045
C 3.334 -2.507 0.978
C 3.590 -1.984 2.261
C 3.071 -0.740 2.639
C 1.123 1.595 -2.510
C 1.052 1.559 -3.890
H -1.132 0.481 -6.230
H -0.120 1.540 -7.263
H -0.227 -0.192 -7.616
H 3.019 0.422 -5.839
H 2.369 -0.127 -7.411
H 2.247 1.590 -6.959
H 0.406 -1.774 -4.325
H 0.606 -1.715 -1.825
H 2.296 1.987 3.737
H 1.204 4.251 3.366
H -0.037 4.695 1.261
H -0.100 2.984 -0.567
H 2.396 -2.184 -0.957
H 3.750 -3.480 0.708
H 4.202 -2.551 2.967
H 3.247 -0.296 3.618
H 1.327 2.539 -2.014
H 1.170 2.466 -4.487
```

## Properties
Net charge: 0
Gap between HOMO and LUMO, eV: 2.9
HOMO level, hartree: -0.2119

Atomic partial charges in e from the Löwdin method, atoms 1 to 5: atom 1 (C): -0.07, atom 2 (C): -0.25, atom 3 (O): -0.02, atom 4 (C): -0.47, atom 5 (C): -0.01

---

# 4
# C24H30F19NO14S

A 6-piece molecular cluster, C24H30F19NO14S overall (the ωB97M-V functional and the def2-TZVPD basis, the OMol25 dataset).

Structure (XYZ):
```
89
Properties=species:S:1:pos:R:3
N -2.168 -8.251 -3.855
C -1.607 -7.200 -3.056
O -0.220 -7.040 -3.416
S 0.141 -5.659 -4.095
O 0.593 -5.883 -5.417
O 0.887 -4.826 -3.226
O -1.372 -5.066 -4.151
C -2.176 -5.796 -3.251
C -3.676 -5.574 -3.392
F -3.934 -4.317 -2.958
F -4.282 -6.455 -2.526
C -4.305 -5.822 -4.789
F -5.274 -4.890 -5.007
F -3.385 -5.728 -5.771
H -3.168 -8.160 -3.943
H -1.978 -9.139 -3.411
H -1.638 -7.449 -2.000
H -1.981 -5.328 -2.277
H -4.787 -6.800 -4.806
C -3.819 -1.710 -4.841
C -3.397 -1.172 -3.492
O -2.535 -0.025 -3.652
C -3.140 1.132 -3.855
O -4.318 1.322 -3.922
C -2.104 2.265 -3.960
F -1.074 1.913 -4.731
F -1.637 2.567 -2.745
F -2.662 3.351 -4.476
H -2.942 -1.923 -5.454
H -4.394 -2.624 -4.723
H -4.431 -0.988 -5.382
H -2.800 -1.908 -2.958
H -4.252 -0.922 -2.867
C 0.634 0.094 -2.565
C 1.396 -1.117 -2.074
O 2.307 -0.766 -1.010
C 1.782 -0.687 0.198
O 0.644 -0.876 0.506
C 2.885 -0.349 1.216
F 3.688 0.622 0.764
F 3.638 -1.428 1.456
F 2.355 0.048 2.367
H 1.323 0.882 -2.871
H 0.010 -0.177 -3.413
H -0.006 0.501 -1.782
H 2.019 -1.528 -2.864
H 0.727 -1.908 -1.738
C -6.658 3.123 -5.428
C -7.181 3.851 -4.212
O -8.296 4.704 -4.547
C -9.477 4.114 -4.619
O -9.720 2.960 -4.436
C -10.556 5.164 -4.941
F -10.156 5.993 -5.907
F -10.821 5.892 -3.850
F -11.678 4.575 -5.333
H -6.401 3.831 -6.217
H -5.772 2.549 -5.165
H -7.407 2.440 -5.830
H -6.422 4.517 -3.808
H -7.469 3.158 -3.423
C 5.093 2.297 3.020
C 5.710 2.079 4.383
O 6.543 3.193 4.770
C 5.918 4.231 5.295
O 4.746 4.351 5.483
C 6.950 5.299 5.699
F 7.871 5.481 4.752
F 7.578 4.910 6.820
F 6.361 6.462 5.935
H 5.868 2.499 2.279
H 4.540 1.422 2.722
H 4.414 3.150 3.032
H 6.373 1.217 4.371
H 4.952 1.903 5.144
C 7.319 3.295 9.474
C 8.223 2.170 9.924
O 7.554 1.300 10.860
C 6.771 0.375 10.332
O 6.561 0.186 9.172
C 6.171 -0.493 11.453
F 5.740 0.256 12.469
F 7.100 -1.336 11.918
F 5.151 -1.206 10.995
H 6.939 3.844 10.336
H 7.865 3.979 8.836
H 6.461 2.912 8.922
H 9.086 2.560 10.459
H 8.591 1.589 9.079
```

## Properties
Net charge: 0
Gap between HOMO and LUMO, eV: 11.2
HOMO level, hartree: -0.4116
SMILES string: N[C@H]1OS(=O)(=O)O[C@H]1C(F)(F)C(F)F.CCOC(=O)C(F)(F)F.CCOC(=O)C(F)(F)F.CCOC(=O)C(F)(F)F.CCOC(=O)C(F)(F)F.CCOC(=O)C(F)(F)F

Atomic partial charges in e from the Löwdin method, atoms 1 to 5: atom 1 (N): 0.13, atom 2 (C): -0.33, atom 3 (O): -0.13, atom 4 (S): 0.62, atom 5 (O): -0.19

---

# 5
# C27H33BNO5

A 2-piece molecular cluster, C27H33BNO5 overall (the ωB97M-V functional and the def2-TZVPD basis, the OMol25 dataset).

Structure (XYZ):
```
67
Properties=species:S:1:pos:R:3
C -5.090 1.013 -0.927
C -3.854 0.351 -1.186
C -3.604 -0.899 -1.728
C -2.178 -1.003 -1.659
C -1.706 0.307 -1.559
B -0.836 0.424 1.975
O -0.964 1.717 1.591
C -1.790 2.422 2.539
C -2.298 1.341 3.525
N -2.000 -0.009 2.882
C -3.284 -0.625 2.329
C -1.186 -1.031 3.604
C -0.281 -1.675 2.550
O 0.074 -0.545 1.670
O -2.697 1.064 -0.997
H -5.840 0.332 -1.291
H -5.310 1.204 0.114
H -5.177 1.937 -1.469
H -4.281 -1.582 -2.289
H -1.607 -1.932 -1.647
H -1.105 3.168 2.971
H -2.572 2.926 1.958
H -1.655 1.355 4.409
H -3.375 1.419 3.721
H -3.802 -1.105 3.172
H -3.966 0.129 1.899
H -3.110 -1.392 1.559
H -0.594 -0.461 4.310
H -1.852 -1.714 4.102
H 0.696 -1.987 2.916
H -0.762 -2.433 1.907
C 2.178 4.256 3.177
O 1.660 4.797 1.941
C 1.500 3.962 0.880
C 0.591 4.343 -0.129
C -0.036 3.379 -0.902
C 0.237 2.026 -0.709
C -0.438 0.912 -1.635
C 0.438 -0.317 -1.637
C 0.753 -0.858 -2.832
C 1.732 -1.882 -2.939
C 1.958 -2.468 -4.195
C 2.927 -3.413 -4.350
C 3.701 -3.810 -3.229
O 4.662 -4.724 -3.473
C 5.472 -5.202 -2.393
C 3.523 -3.194 -1.974
C 2.546 -2.240 -1.838
C 1.341 1.715 0.081
C 2.030 2.663 0.826
H 2.154 5.108 3.858
H 1.538 3.450 3.582
H 3.220 3.911 3.069
H 0.336 5.393 -0.206
H -0.722 3.672 -1.700
H -0.568 1.460 -2.593
H 0.493 -0.910 -0.693
H 0.262 -0.442 -3.727
H 1.291 -2.203 -5.009
H 3.106 -3.897 -5.303
H 6.125 -5.943 -2.850
H 6.059 -4.379 -1.973
H 4.858 -5.670 -1.615
H 4.119 -3.488 -1.119
H 2.376 -1.782 -0.866
H 1.744 0.708 0.050
H 2.845 2.354 1.475
```

## Properties
Net charge: +1
Gap between HOMO and LUMO, eV: 6.8
HOMO level, hartree: -0.3455

Atomic partial charges in e from the Löwdin method, atoms 1 to 5: atom 1 (C): -0.03, atom 2 (C): -0.37, atom 3 (C): -0.01, atom 4 (C): -0.01, atom 5 (C): -0.27

---

# 6
# H24O12

A 12-piece molecular cluster, H24O12 overall (the ωB97M-V functional and the def2-TZVPD basis, the OMol25 dataset).

Structure (XYZ):
```
36
Properties=species:S:1:pos:R:3
O -5.538 -2.107 1.654
H -6.301 -2.685 1.648
H -5.254 -2.076 0.740
O 1.189 -4.133 -2.298
H 1.581 -4.111 -3.171
H 0.275 -3.886 -2.439
O -0.372 0.772 -0.607
H -1.067 0.199 -0.930
H 0.266 0.178 -0.213
O -3.684 -1.311 -2.254
H -3.653 -2.013 -2.904
H -4.017 -0.553 -2.734
O -2.308 3.052 1.882
H -2.205 2.359 2.535
H -1.782 2.760 1.138
O -1.631 0.567 -5.948
H -0.828 0.770 -5.468
H -1.327 0.231 -6.791
O 1.672 4.041 3.360
H 1.416 3.119 3.397
H 1.287 4.364 2.546
O 0.532 -2.963 1.502
H -0.166 -3.609 1.615
H 1.153 -3.382 0.907
O -0.488 0.156 4.250
H -0.340 -0.082 5.166
H -0.469 -0.677 3.780
O 3.852 -0.774 3.456
H 2.897 -0.835 3.487
H 4.157 -1.634 3.745
O 5.202 1.263 -0.319
H 5.809 1.965 -0.084
H 4.869 0.942 0.519
O 1.500 3.438 -4.005
H 2.366 3.039 -4.089
H 1.408 3.618 -3.070
```

## Properties
Net charge: 0
Gap between HOMO and LUMO, eV: 10.9
HOMO level, hartree: -0.4042
SMILES string: O.O.O.O.O.O.O.O.O.O.O.O

Atomic partial charges in e from the Löwdin method, atoms 1 to 5: atom 1 (O): -0.05, atom 2 (H): 0.03, atom 3 (H): 0.02, atom 4 (O): -0.05, atom 5 (H): 0.03

---

# 7
# C3H10NS2

A 2-piece molecular cluster, C3H10NS2 overall (the ωB97M-V functional and the def2-TZVPD basis, the OMol25 dataset).

Structure (XYZ):
```
16
Properties=species:S:1:pos:R:3
C -0.999 0.370 1.393
S -1.755 -0.930 0.433
S 1.640 0.559 0.073
C 1.031 2.111 -0.635
H 0.079 0.561 1.161
H -1.492 1.309 1.138
H -1.150 0.145 2.448
H -0.057 2.070 -0.740
H 1.414 2.974 -0.103
H 1.392 2.185 -1.669
C -0.304 -1.981 0.076
N 0.153 -1.843 -1.255
H -0.528 -3.012 0.331
H 0.458 -1.554 0.737
H 0.631 -0.958 -1.383
H -0.513 -2.006 -2.006
```

## Properties
Net charge: +1
Gap between HOMO and LUMO, eV: 5.0
HOMO level, hartree: -0.4957

Atomic partial charges in e from the Löwdin method, atoms 1 to 5: atom 1 (C): -0.39, atom 2 (S): 0.96, atom 3 (S): 0.89, atom 4 (C): -0.40, atom 5 (H): -0.08

---

# 8
# C19H23N3O4

One molecule with the formula C19H23N3O4 (the ωB97M-V functional and the def2-TZVPD basis, the OMol25 dataset).

Structure (XYZ):
```
49
Properties=species:S:1:pos:R:3
C -2.139 -3.813 6.826
C -1.781 -2.919 5.679
C -1.289 -3.462 4.496
C -0.965 -2.650 3.429
C -1.109 -1.268 3.525
C -0.764 -0.439 2.344
O -0.904 -0.806 1.193
N -0.186 0.766 2.634
N -0.032 1.682 1.594
C -1.141 2.338 1.140
O -2.132 2.497 1.813
C -0.975 2.839 -0.285
C -1.008 1.626 -1.237
N 0.124 1.606 -2.143
C 1.414 1.346 -1.752
O 1.782 1.239 -0.606
C 2.234 1.150 -3.008
C 2.289 -0.373 -3.236
C 2.612 -0.712 -4.685
C 1.530 -0.140 -5.593
C 1.535 1.382 -5.509
C 1.407 1.879 -4.071
C -0.001 1.821 -3.508
O -1.043 1.977 -4.081
C -1.616 -0.720 4.699
C -1.948 -1.543 5.760
H -2.426 -3.234 7.699
H -2.971 -4.461 6.551
H -1.296 -4.451 7.088
H -1.166 -4.532 4.414
H -0.593 -3.068 2.506
H -0.236 1.155 3.565
H 0.701 1.439 0.923
H -1.780 3.537 -0.511
H -0.020 3.359 -0.372
H -1.901 1.649 -1.865
H -1.005 0.692 -0.664
H 3.245 1.547 -2.905
H 1.319 -0.810 -2.985
H 3.030 -0.801 -2.559
H 3.583 -0.296 -4.960
H 2.664 -1.796 -4.796
H 0.554 -0.523 -5.287
H 1.701 -0.445 -6.627
H 2.467 1.760 -5.933
H 0.705 1.794 -6.087
H 1.672 2.945 -4.057
H -1.793 0.342 4.779
H -2.349 -1.107 6.664
```

## Properties
Net charge: 0
Gap between HOMO and LUMO, eV: 9.9
HOMO level, hartree: -0.3399
SMILES string: Cc1ccc(C(=O)NNC(=O)CCN2C(=O)[C@H]3CCCC[C@H]3C2=O)cc1

Atomic partial charges in e from the Löwdin method, atoms 1 to 5: atom 1 (C): -0.05, atom 2 (C): -0.28, atom 3 (C): -0.03, atom 4 (C): -0.01, atom 5 (C): -0.14

---

# 9
# C5H8O

One molecule with the formula C5H8O (the ωB97M-V functional and the def2-TZVPD basis, the OMol25 dataset).

Structure (XYZ):
```
14
Properties=species:S:1:pos:R:3
C 2.514 0.884 0.711
C 1.424 0.094 0.136
C 0.517 -0.557 -0.320
C -0.653 -1.275 -0.858
O -1.821 -1.121 -0.086
C -2.193 0.226 0.113
H 2.770 0.528 1.714
H 3.414 0.823 0.092
H 2.228 1.938 0.789
H -0.452 -2.351 -0.896
H -0.837 -0.938 -1.893
H -3.283 0.256 0.219
H -1.725 0.636 1.019
H -1.902 0.858 -0.740
```

## Properties
Net charge: 0
Gap between HOMO and LUMO, eV: 10.5
HOMO level, hartree: -0.3512
SMILES string: CC#CCOC

Atomic partial charges in e from the Löwdin method, atoms 1 to 5: atom 1 (C): -0.11, atom 2 (C): -0.08, atom 3 (C): -0.01, atom 4 (C): -0.25, atom 5 (O): -0.19

---

# 10
# C3H13N3O

A 2-piece molecular cluster, C3H13N3O overall (the ωB97M-V functional and the def2-TZVPD basis, the OMol25 dataset).

Structure (XYZ):
```
20
Properties=species:S:1:pos:R:3
C 0.768 -1.124 1.385
N 0.160 -0.964 0.069
C 0.751 -1.878 -0.903
O -1.201 -1.410 0.224
N -2.071 -0.293 -0.040
H 0.289 -0.450 2.105
H 1.828 -0.851 1.351
H 0.683 -2.148 1.765
H 1.811 -1.645 -1.049
H 0.261 -1.760 -1.875
H 0.663 -2.927 -0.598
H -2.569 -0.631 -0.861
H -2.711 -0.361 0.745
C -0.076 2.788 -0.081
N 0.521 1.883 -1.048
H -1.153 2.864 -0.251
H 0.362 3.785 -0.175
H 0.092 2.425 0.937
H 1.500 1.740 -0.808
H 0.092 0.957 -0.892
```

## Properties
Net charge: 0
Gap between HOMO and LUMO, eV: 9.4
HOMO level, hartree: -0.3126
SMILES string: CN(C)ON.CN

Atomic partial charges in e from the Löwdin method, atoms 1 to 5: atom 1 (C): -0.09, atom 2 (N): -0.28, atom 3 (C): -0.09, atom 4 (O): -0.21, atom 5 (N): 0.06

---

# 11
# C5H6N2O

One molecule with the formula C5H6N2O (the ωB97M-V functional and the def2-TZVPD basis, the OMol25 dataset).

Structure (XYZ):
```
14
Properties=species:S:1:pos:R:3
C -1.449 0.207 1.107
C 0.078 0.452 1.407
O 0.697 1.156 2.153
N 0.753 -0.366 0.434
C 1.772 -0.299 -0.611
C 0.330 -0.768 -0.949
C -0.368 0.266 -1.710
N -0.945 1.197 -2.138
H -2.366 0.903 1.752
H -1.678 0.249 -0.035
H -1.736 -0.806 1.457
H 2.066 0.743 -0.876
H 2.500 -1.191 -0.499
H 0.346 -1.743 -1.491
```

## Properties
Net charge: 0
Gap between HOMO and LUMO, eV: 10.8
HOMO level, hartree: -0.3762
SMILES string: CC(=O)N1C[C@@H]1C#N

Atomic partial charges in e from the Löwdin method, atoms 1 to 5: atom 1 (C): -0.03, atom 2 (C): -0.45, atom 3 (O): 0.10, atom 4 (N): -0.01, atom 5 (C): -0.05

---

# 12
# C3H16O4

A 5-piece molecular cluster, C3H16O4 overall (the ωB97M-V functional and the def2-TZVPD basis, the OMol25 dataset).

Structure (XYZ):
```
23
Properties=species:S:1:pos:R:3
C 0.566 -0.618 -0.211
C -0.872 -0.854 0.314
C -1.307 0.299 1.267
H 0.560 -0.768 -1.280
H 1.284 -1.297 0.270
H 0.854 0.300 0.319
H -1.234 -1.840 0.633
H -1.530 -0.699 -0.546
H -0.781 0.205 2.229
H -1.188 1.252 0.750
H -2.346 0.113 1.517
O 3.485 1.281 -1.992
H 3.566 1.864 -1.235
H 3.100 0.513 -1.566
O 2.107 1.551 1.730
H 1.452 2.045 2.183
H 2.182 0.663 2.110
O 0.412 -2.230 3.106
H -0.085 -3.049 3.074
H 1.306 -2.355 2.821
O -4.238 1.218 -5.323
H -3.786 1.804 -4.686
H -3.506 0.603 -5.485
```

## Properties
Net charge: 0
Gap between HOMO and LUMO, eV: 11.5
HOMO level, hartree: -0.4105
SMILES string: CCC.O.O.O.O

Atomic partial charges in e from the Löwdin method, atoms 1 to 5: atom 1 (C): -0.12, atom 2 (C): -0.31, atom 3 (C): -0.13, atom 4 (H): 0.07, atom 5 (H): 0.06

---

| no. | F_max (eV/Å) |
| --- | --- |
| 1 | 2.10 |
| 2 | 0.70 |
| 3 | 1.66 |
| 4 | 1.96 |
| 5 | 5.45 |
| 6 | 0.36 |
| 7 | 2.72 |
| 8 | 0.85 |
| 9 | 0.51 |
| 10 | 0.85 |
| 11 | 4.28 |
| 12 | 2.66 |